# 1
# C30H32BaN11O8PS5

C30H32BaN11O8PS5 as an isolated structure at a distorted geometry (ωB97M-V/def2-TZVPD, OMol25).

Charge   -2
Energy relative to the best compared isomer or geometry (same formula, charge and spin)   11.85 kcal per mole
E_LUMO   3.927 eV
HOMO energy   -2.2 eV
Gap between HOMO and LUMO   0.2237 hartree

Positions of all 88 atoms, in Å:
Ba (0.20155, -1.08332, 0.84945)
C (-2.82263, 2.38325, -3.78906)
N (-1.94154, 1.48865, -3.07238)
C (-0.80656, 0.91490, -3.57708)
C (-0.21400, 0.26683, -2.53292)
N (-0.95176, 0.44674, -1.39963)
C (-1.98633, 1.17987, -1.74187)
P (-3.34617, 1.75883, -0.68978)
C (-3.83509, 0.19979, 0.10797)
N (-3.85098, -0.04586, 1.39844)
C (-4.32539, -1.32468, 1.52117)
C (-4.60160, -1.84567, 0.29069)
N (-4.31562, -0.85638, -0.60972)
C (-4.30147, -0.99129, -2.05173)
C (-2.41973, 2.48250, 0.69378)
N (-1.50730, 1.87480, 1.42480)
C (-1.08875, 2.79678, 2.34110)
C (-1.75223, 3.97590, 2.15286)
N (-2.60890, 3.76635, 1.11038)
C (-3.40864, 4.77742, 0.45541)
H (-2.43414, 2.50989, -4.79729)
H (-2.84515, 3.35716, -3.30110)
H (-3.83485, 1.97998, -3.84425)
H (-0.50502, 1.02164, -4.60384)
H (0.69224, -0.31205, -2.54260)
H (-4.39394, -1.80727, 2.48123)
H (-4.90069, -2.82737, -0.02917)
H (-5.08603, -1.68525, -2.35027)
H (-3.34009, -1.37171, -2.39802)
H (-4.50743, -0.01969, -2.50465)
H (-0.34208, 2.54341, 3.07279)
H (-1.69025, 4.92921, 2.64806)
H (-3.61505, 5.57901, 1.16284)
H (-4.35075, 4.34771, 0.12156)
H (-2.87956, 5.18781, -0.40669)
O (-0.02333, -4.55764, 3.82094)
S (0.28870, -3.26919, 3.25670)
O (1.18254, -3.28713, 2.10203)
O (-0.87206, -2.42964, 2.94625)
C (1.21864, -2.40315, 4.59343)
C (1.17818, -3.11669, 5.78967)
C (1.82272, -2.69394, 6.94077)
C (2.55155, -1.52183, 6.91027)
C (2.60165, -0.79267, 5.73366)
C (1.94743, -1.19366, 4.57079)
S (2.12492, 0.04500, 3.22763)
O (2.68289, -0.63465, 2.06598)
O (2.95337, 1.09052, 3.78069)
O (0.75180, 0.45863, 2.93292)
H (0.62361, -4.04295, 5.79594)
H (1.75277, -3.28903, 7.84345)
H (3.07700, -1.16259, 7.78686)
H (3.15711, 0.13252, 5.69702)
O (2.71144, -3.85367, -2.01784)
C (1.54424, -3.40446, -1.52550)
O (1.32912, -2.21104, -1.44386)
C (0.62236, -4.48477, -1.10807)
C (1.21738, -5.72463, -0.81562)
C (0.48893, -6.80552, -0.37967)
C (-0.89110, -6.65657, -0.23527)
C (-1.49133, -5.45676, -0.52673)
C (-0.77985, -4.31357, -0.97186)
S (-1.71067, -2.88946, -1.31323)
H (2.28967, -5.80926, -0.91717)
H (0.98129, -7.73818, -0.13451)
H (-1.49836, -7.48191, 0.12037)
H (-2.56100, -5.34416, -0.40581)
N (1.34431, 1.84838, -0.06814)
N (1.89625, 2.20436, -1.30743)
C (1.34235, 3.10421, -2.11102)
N (1.88609, 3.15559, -3.35587)
S (0.08209, 4.15230, -1.65256)
H (0.41336, 2.25585, -0.00297)
H (1.90519, 2.25441, 0.67630)
H (2.53346, 1.47441, -1.69858)
H (2.31332, 2.29959, -3.72708)
H (1.35237, 3.69955, -4.01038)
S (2.75650, 0.12953, -4.64826)
C (3.26878, -0.65296, -3.21101)
N (3.56360, -1.99096, -3.31886)
C (3.81685, -2.86506, -2.22996)
C (4.13113, -2.08292, -1.01936)
C (3.89912, -0.76326, -1.00338)
N (3.43090, -0.02038, -2.06802)
H (3.36745, -2.39034, -4.22187)
H (4.59992, -3.57893, -2.49698)
H (4.44778, -2.60687, -0.12904)
H (4.05898, -0.20414, -0.08855)

Cartesian forces, eV/Å:
-0.62 0.42 -1.10
0.03 0.01 0.02
0.00 0.01 0.03
0.02 0.00 0.08
0.02 0.02 -0.08
-0.05 -0.27 0.05
-0.10 0.25 -0.18
0.07 0.06 0.12
0.00 -0.09 0.00
-0.07 0.07 0.03
-0.02 -0.03 -0.04
-0.05 0.00 0.06
0.12 0.00 -0.04
-0.09 0.02 -0.02
0.11 -0.21 0.00
0.01 0.07 -0.04
0.05 -0.09 -0.01
0.01 0.03 0.04
-0.11 0.04 -0.13
0.01 0.04 -0.01
0.00 -0.02 0.00
0.00 0.01 -0.02
-0.01 0.02 0.00
0.00 0.00 -0.03
-0.02 -0.02 0.00
-0.01 -0.01 0.01
0.01 -0.01 -0.02
0.02 -0.01 0.01
-0.03 0.05 -0.03
-0.02 -0.01 -0.01
0.06 -0.02 0.02
0.01 0.01 0.02
0.00 -0.01 0.01
0.00 0.01 0.00
0.01 0.00 0.00
-0.06 -0.06 -0.06
0.21 0.52 -0.01
0.36 -0.19 0.06
-0.07 0.06 0.40
-0.09 -0.19 0.00
-0.01 -0.05 0.02
0.03 0.04 -0.02
-0.03 -0.03 -0.01
0.03 0.04 0.00
0.08 0.20 -0.02
-0.17 -0.48 0.21
0.30 -0.21 0.00
0.04 0.04 -0.05
-0.18 0.22 0.42
-0.01 0.00 -0.02
0.01 0.00 0.01
0.00 -0.01 0.01
0.00 0.00 -0.01
0.01 0.01 -0.06
0.00 0.18 -0.10
-0.20 0.03 0.20
0.09 -0.25 0.01
0.00 0.06 0.02
0.02 -0.03 0.00
0.00 0.04 -0.01
-0.02 0.00 0.00
0.00 -0.17 0.03
0.28 0.00 0.10
0.01 0.00 -0.01
0.00 0.00 0.00
0.01 -0.01 0.00
0.00 0.02 -0.01
0.06 -0.17 0.22
-0.07 0.02 -0.06
0.11 -0.02 0.05
0.01 -0.01 -0.02
-0.05 0.04 -0.01
-0.03 -0.01 -0.04
-0.02 0.04 -0.02
-0.05 0.01 0.04
-0.03 0.05 0.01
-0.02 0.00 0.01
-0.05 0.04 -0.20
0.07 -0.07 0.14
0.02 0.06 -0.01
-0.05 -0.11 -0.02
0.04 0.00 0.11
-0.02 0.04 -0.07
0.03 -0.08 0.01
0.04 0.01 -0.01
-0.02 0.00 0.00
0.04 0.00 0.00
0.00 0.01 0.01

***

# 2
# C30H32Br6N6O4

C30H32Br6N6O4 as an isolated structure at a distorted geometry (ωB97M-V/def2-TZVPD, OMol25).

Energy relative to the best compared isomer or geometry (same formula, charge and spin)   0.00 kcal per mole
E_LUMO   -0.996 eV
HOMO energy   -8.0 eV
Gap between HOMO and LUMO   0.2573 hartree

Positions of all 78 atoms, in Å:
N (-0.61341, -0.92269, 0.92029)
C (-0.05897, -1.34053, 2.08539)
C (-0.93441, -2.24634, 2.65617)
C (-2.05654, -2.34336, 1.80540)
C (-1.80132, -1.56377, 0.69677)
H (-0.23055, -0.20287, 0.32949)
H (0.90441, -1.01566, 2.43564)
H (-0.73539, -2.70296, 3.61299)
H (-2.91167, -2.97638, 1.97510)
H (-2.39192, -1.25769, -0.15001)
N (0.11659, -4.72165, 0.84432)
C (1.26986, -5.44958, 0.94778)
C (1.15530, -6.53960, 0.12152)
C (-0.08048, -6.42138, -0.56679)
C (-0.71393, -5.31288, -0.06447)
H (-0.07614, -3.85723, 1.33035)
H (2.03905, -5.20907, 1.66194)
H (1.88486, -7.33012, 0.05269)
H (-0.39187, -7.09538, -1.34742)
H (-1.56611, -4.80671, -0.49131)
N (-4.70791, 1.11265, -2.92087)
C (-5.85184, 1.67429, -2.43078)
C (-6.14497, 1.09449, -1.22139)
C (-5.07621, 0.19267, -0.95553)
C (-4.22232, 0.20459, -2.02182)
H (-4.27738, 1.35985, -3.79232)
H (-6.36214, 2.42302, -3.01451)
H (-7.04674, 1.24944, -0.65618)
H (-4.98202, -0.44917, -0.09337)
H (-3.35863, -0.42788, -2.12921)
N (5.34763, -0.31045, 0.04727)
C (5.49796, 0.65658, -0.91339)
C (4.27264, 0.85392, -1.48360)
C (3.33171, 0.05528, -0.78664)
C (4.03433, -0.66319, 0.14857)
H (6.09626, -0.55496, 0.67062)
H (6.46693, 1.08442, -1.10040)
H (4.05799, 1.53055, -2.29658)
H (2.28794, -0.03298, -1.03491)
H (3.71195, -1.38040, 0.88510)
C (-6.97456, -4.53921, 1.91806)
Br (-7.28930, -4.40336, 3.78711)
Br (-6.48808, -6.34766, 1.39685)
Br (-5.64330, -3.28240, 1.27307)
H (-7.87233, -4.31398, 1.36328)
C (-0.09283, -2.45715, -3.08342)
Br (-1.90797, -2.88339, -3.58388)
Br (0.00071, -0.60194, -2.51289)
Br (1.21220, -2.78179, -4.44983)
H (0.13398, -3.06806, -2.21986)
C (0.61126, 3.31031, 2.40638)
C (1.63308, 4.05995, 1.83024)
C (2.93588, 3.59415, 1.87568)
C (3.19924, 2.34610, 2.39998)
C (2.20013, 1.57759, 2.97276)
C (0.91606, 2.10659, 3.01989)
N (4.57672, 1.87407, 2.49401)
O (5.38573, 2.23018, 1.65786)
O (4.84193, 1.13778, 3.42721)
H (-0.38778, 3.72607, 2.44287)
H (1.40759, 4.99465, 1.33426)
H (3.72927, 4.17673, 1.42586)
H (2.32814, 0.56441, 3.31996)
H (0.13951, 1.50390, 3.47493)
C (2.48593, 5.54682, -2.13353)
C (1.15785, 5.97098, -2.12904)
C (0.16809, 5.08906, -1.73428)
C (0.50993, 3.81713, -1.30376)
C (1.82006, 3.38334, -1.35135)
C (2.81543, 4.26845, -1.73410)
N (-0.54396, 2.94775, -0.78416)
O (-0.24353, 1.79012, -0.52368)
O (-1.65661, 3.40779, -0.65717)
H (3.21915, 6.29034, -2.42145)
H (0.85208, 6.98442, -2.34524)
H (-0.86405, 5.40950, -1.68997)
H (1.97450, 2.32898, -1.16107)
H (3.82731, 3.88485, -1.75751)

Cartesian forces, eV/Å:
0.33 -0.01 -0.29
-0.41 -0.47 0.27
0.68 0.65 0.33
-0.07 -0.50 -0.38
-0.02 0.67 0.59
-0.06 -0.04 -0.07
0.02 0.15 -0.13
-0.29 -0.21 -0.05
-0.02 0.06 -0.10
-0.13 -0.26 -0.01
0.18 0.10 -0.11
-0.30 -0.35 0.27
0.25 0.22 0.06
0.40 -0.38 0.28
0.14 0.26 -0.98
-0.07 -0.05 -0.01
-0.04 0.12 0.01
-0.02 0.01 -0.16
-0.34 0.11 0.04
-0.21 0.01 0.47
0.40 -0.06 0.00
-0.31 0.00 -0.19
0.39 0.08 -0.41
-0.47 -0.31 0.25
-0.20 -0.15 0.58
0.03 0.00 0.01
-0.10 -0.04 0.09
0.10 0.14 0.19
0.02 0.04 0.01
0.19 0.29 -0.52
0.34 0.57 -0.10
0.01 -0.58 0.03
-0.04 0.57 -0.12
0.14 -0.29 -0.15
-0.16 -0.01 0.23
-0.19 -0.18 0.14
-0.03 0.05 -0.09
0.03 -0.06 -0.01
-0.02 -0.08 0.19
-0.03 -0.05 -0.07
0.40 -0.24 -0.68
-0.04 0.09 0.13
-0.05 0.21 0.13
-0.21 -0.11 0.19
-0.15 0.06 0.20
-0.12 0.35 0.16
0.20 -0.07 -0.10
-0.13 -0.15 -0.10
-0.18 -0.15 0.02
0.12 -0.04 -0.01
0.34 0.58 0.30
-0.25 -0.24 0.16
0.24 0.15 -0.68
-0.29 0.05 0.51
-0.64 0.18 -0.14
-0.14 -0.53 -0.31
0.53 -0.30 -0.12
-0.28 0.28 0.09
-0.07 -0.09 -0.08
-0.08 -0.20 -0.09
0.07 0.08 0.10
0.10 -0.09 0.11
0.53 0.12 0.22
-0.06 0.09 -0.04
-0.29 0.98 0.09
-0.16 -0.49 0.31
-0.44 0.21 0.46
0.25 0.70 -0.45
-0.58 -0.55 -0.11
0.10 -0.70 -0.24
-0.13 -0.47 -0.28
0.04 0.21 0.01
0.11 -0.01 0.11
0.28 -0.30 0.01
0.28 0.04 -0.29
0.01 -0.06 0.00
0.48 0.18 0.35
0.08 0.24 -0.01